1.
A cluster of 3 separate species, C5H15N4 in total, computed with ωB97M-V with the def2-TZVPD basis set.

Geometry as XYZ:
```
24
Properties=species:S:1:pos:R:3:forces:R:3
C 0.37239 -0.84122 2.64699 0.55 -0.30 -0.42
C -1.46466 -0.89588 -0.04574 -0.35 -1.63 2.56
C -0.50467 0.36125 2.54941 0.98 -0.64 -0.29
C 1.63891 -1.07638 2.36639 1.43 2.37 -0.54
C -0.92475 -0.28366 -1.10637 -0.64 1.22 -3.85
N -1.56702 -2.11369 0.35339 -0.54 2.15 0.40
N -1.74611 0.07901 -2.15190 -0.65 0.89 -0.85
N 0.33393 0.08117 -1.22331 1.41 -0.02 0.67
N 1.53784 1.54704 -3.07510 -1.86 -2.07 -2.12
H -1.49779 0.07015 2.13361 0.80 0.58 0.41
H -0.59860 0.65910 3.61736 -0.08 0.73 -0.97
H 0.08686 0.97893 1.83675 -1.05 0.74 0.87
H 2.30084 -1.88022 2.57426 -0.57 -1.41 0.37
H 2.32088 -0.28327 2.04275 -0.52 0.43 -0.33
H 0.87479 0.03389 -0.35984 0.05 -0.35 -0.47
H -1.87834 -2.24468 1.29962 -0.34 -0.25 0.36
H -1.45578 -2.95170 -0.15503 0.63 -1.03 -1.08
H -1.32128 0.71850 -2.85845 -0.64 -0.87 1.10
H -2.77615 0.21735 -2.05147 1.56 -0.48 0.11
H -0.09176 -1.65744 3.04989 -1.46 -2.26 1.25
H 0.82895 0.53276 -2.13699 -1.10 -0.23 1.12
H 1.87321 1.96426 -2.28478 1.65 1.64 1.80
H 0.84167 2.07246 -3.57309 0.23 0.35 -0.15
H 2.13410 0.99919 -3.66974 0.51 0.43 0.03
```
Forces are in eV/Å.

- spin multiplicity = 1
- total charge = +1
- relative energy (zero: lowest compared OMol25 entry of this formula, charge and spin) (eV) = 2.6020
- DFT total energy (eV) = -11379.427
- gap between HOMO and LUMO (Eh) = 0.334
- E_LUMO (hartree) = -0.132



2.
An isolated molecule of C2H7NOS, computed with ωB97M-V with the def2-TZVPD basis set.

Geometry as XYZ:
```
12
Properties=species:S:1:pos:R:3:forces:R:3
C -0.04723 0.29450 1.52696 0.55 2.43 3.60
C -0.06392 -0.40225 0.24308 2.02 0.89 -2.02
N 0.03493 0.82247 -1.86121 -2.15 0.86 -0.38
O 0.75351 0.42104 -0.75262 -0.01 -1.04 0.78
S 0.61074 -2.08625 0.25539 -0.49 -0.07 -0.07
H 0.87802 0.69910 2.01258 0.12 -0.77 -1.28
H -0.40662 -0.29261 2.36032 -0.42 -0.74 -0.09
H -0.66420 1.22749 1.64182 0.10 -0.86 -1.06
H -1.06291 -0.38632 -0.07258 -1.28 -0.31 -0.98
H -0.01420 1.83251 -1.88749 0.19 -0.08 0.25
H 0.22727 0.49498 -2.80859 1.01 -0.68 0.90
H -0.24540 -2.62467 -0.65766 0.36 0.37 0.35
```
Forces are in eV/Å.

- SMILES = C[C@H](S)ON
- spin multiplicity = 1
- total charge = 0
- relative energy (zero: lowest compared OMol25 entry of this formula, charge and spin) (eV) = 3.1455
- DFT total energy (eV) = -16557.626
- gap between HOMO and LUMO (Eh) = 0.365
- E_LUMO (hartree) = 0.032